1.
Entry from OMol25: a cluster of 8 separate species, H16O8 in total in a non-equilibrium geometry (wB97M-V/def2-TZVPD).

**SMILES**: O.O.O.O.O.O.O.O
**E_LUMO**: -0.190 eV
**E_HOMO**: -10.98 eV
**Max |F|**: 0.0699 hartree/bohr
**Relative energy (zero: lowest compared OMol25 entry of this formula, charge and spin)**: 88.1 kcal per mole
**2S+1**: 1

CARTESIAN COORDINATES (ANGSTROEM)
O1 -1.368 0.860 0.501
H1 -0.632 0.168 0.455
H2 -1.193 1.576 1.114
O2 2.448 -2.792 0.360
H3 3.206 -2.440 -0.117
H4 2.295 -3.625 -0.021
O3 -1.141 -1.316 -3.848
H5 -1.082 -0.360 -3.712
H6 -0.489 -1.703 -3.320
O4 3.264 1.016 -0.276
H7 3.209 2.046 -0.107
H8 3.573 0.769 0.600
O5 -1.231 1.146 3.700
H9 -0.653 1.708 3.176
H10 -1.919 0.821 3.069
O6 0.821 2.369 -2.005
H11 1.266 2.839 -1.321
H12 1.052 2.975 -2.721
O7 1.222 -0.627 -2.070
H13 0.485 -0.640 -1.529
H14 1.746 -1.244 -1.542
O8 -5.169 -0.930 3.354
H15 -4.421 -0.788 2.677
H16 -5.289 -1.826 3.582

=====

2.
Entry from OMol25: a cluster of 8 separate species, H16O8 in total (wB97M-V/def2-TZVPD).

**SMILES**: O.O.O.O.O.O.O.O
**E_LUMO**: -0.221 eV
**E_HOMO**: -10.23 eV
**Max |F|**: 0.0128 hartree/bohr
**Relative energy (zero: lowest compared OMol25 entry of this formula, charge and spin)**: 47.1 kcal per mole
**2S+1**: 1

CARTESIAN COORDINATES (ANGSTROEM)
O1 -0.802 -0.371 -2.634
H1 -1.519 0.207 -2.926
H2 -0.814 -1.112 -3.252
O2 2.684 1.332 -0.826
H3 2.804 0.490 -0.342
H4 2.464 1.070 -1.728
O3 3.099 -1.306 0.264
H5 3.905 -1.413 0.787
H6 3.355 -1.553 -0.634
O4 2.198 3.592 0.768
H7 2.766 4.145 0.224
H8 2.242 2.710 0.348
O5 -2.396 0.586 1.868
H9 -2.026 1.039 2.632
H10 -1.647 0.473 1.253
O6 -0.230 -0.242 0.238
H11 -0.575 -0.306 -0.669
H12 0.579 0.277 0.154
O7 -3.952 -1.265 -0.569
H13 -3.039 -1.397 -0.850
H14 -4.096 -0.314 -0.637
O8 -1.449 -2.358 2.473
H15 -2.408 -2.374 2.383
H16 -1.142 -1.911 1.675

=====

3.
Entry from OMol25: a cluster of 8 separate species, H16O8 in total (wB97M-V/def2-TZVPD).

**SMILES**: O.O.O.O.O.O.O.O
**E_LUMO**: -0.103 eV
**E_HOMO**: -10.93 eV
**Max |F|**: 0.0127 hartree/bohr
**Relative energy (zero: lowest compared OMol25 entry of this formula, charge and spin)**: 44.0 kcal per mole
**2S+1**: 1

CARTESIAN COORDINATES (ANGSTROEM)
O1 0.221 -2.730 -0.066
H1 -0.344 -3.421 -0.437
H2 0.549 -3.098 0.768
O2 -2.858 0.946 0.557
H3 -2.723 0.921 1.513
H4 -3.450 1.695 0.415
O3 -0.436 3.167 -0.099
H5 -0.439 2.231 0.134
H6 0.458 3.464 0.106
O4 -0.160 0.072 -0.127
H7 -1.038 0.259 0.242
H8 -0.023 -0.882 0.025
O5 3.074 -2.186 -0.457
H9 2.207 -2.626 -0.483
H10 2.908 -1.254 -0.664
O6 -3.590 -0.002 -2.431
H11 -3.139 0.351 -1.654
H12 -4.489 -0.177 -2.133
O7 1.907 0.249 2.470
H13 1.348 -0.045 1.743
H14 2.740 -0.219 2.338
O8 2.691 0.871 -0.409
H15 2.856 1.636 -0.970
H16 1.729 0.779 -0.381

=====

4.
Entry from OMol25: a cluster of 8 separate species, H16O8 in total in a non-equilibrium geometry (wB97M-V/def2-TZVPD).

**SMILES**: O.O.O.O.O.O.O.O
**E_LUMO**: -0.060 eV
**E_HOMO**: -10.64 eV
**Max |F|**: 0.0512 hartree/bohr
**Relative energy (zero: lowest compared OMol25 entry of this formula, charge and spin)**: 59.5 kcal per mole
**2S+1**: 1

CARTESIAN COORDINATES (ANGSTROEM)
O1 -19.006 3.355 25.547
H1 -18.110 3.620 25.786
H2 -19.051 2.434 25.748
O2 -17.057 3.901 23.164
H3 -16.176 4.291 23.206
H4 -17.183 3.312 23.904
O3 -20.425 2.729 23.187
H5 -20.824 2.067 23.694
H6 -20.056 3.299 23.830
O4 -19.122 0.436 25.905
H7 -18.501 -0.107 26.357
H8 -19.585 -0.220 25.449
O5 -19.433 6.792 25.304
H9 -18.901 7.417 24.820
H10 -18.843 6.139 25.584
O6 -18.208 1.035 23.226
H11 -18.017 1.009 24.140
H12 -18.920 1.649 23.098
O7 -16.683 5.734 25.270
H13 -17.176 6.017 24.532
H14 -16.128 6.529 25.420
O8 -16.370 3.164 26.496
H15 -15.993 3.368 25.640
H16 -16.065 2.280 26.678

=====

5.
Entry from OMol25: a cluster of 8 separate species, H16O8 in total in a non-equilibrium geometry (wB97M-V/def2-TZVPD).

**SMILES**: O.O.O.O.O.O.O.O
**E_LUMO**: 0.121 eV
**E_HOMO**: -10.55 eV
**Max |F|**: 0.0488 hartree/bohr
**Relative energy (zero: lowest compared OMol25 entry of this formula, charge and spin)**: 48.7 kcal per mole
**2S+1**: 1

CARTESIAN COORDINATES (ANGSTROEM)
O1 -1.662 -0.051 -1.505
H1 -0.755 0.244 -1.613
H2 -1.648 -0.992 -1.407
O2 -1.361 -2.365 1.408
H3 -1.146 -2.750 2.270
H4 -1.791 -1.497 1.412
O3 1.761 1.028 1.624
H5 1.167 1.762 1.431
H6 1.323 0.432 2.222
O4 0.894 -1.036 -0.271
H7 0.290 -1.435 0.307
H8 1.014 -0.201 0.122
O5 -1.172 0.720 1.026
H9 -1.382 0.583 0.090
H10 -0.989 1.699 1.051
O6 0.651 1.970 -1.228
H11 1.570 1.879 -0.997
H12 0.499 2.881 -1.254
O7 3.374 1.586 -0.916
H13 3.016 0.891 -0.304
H14 3.519 2.412 -0.473
O8 -2.157 -2.456 -1.264
H15 -3.024 -2.813 -1.413
H16 -1.990 -2.503 -0.319

=====

6.
Entry from OMol25: a cluster of 8 separate species, H16O8 in total in a non-equilibrium geometry (wB97M-V/def2-TZVPD).

**<S²>**: 0.76
**E_LUMO (alpha / beta)**: -3.362 / -11.504 eV
**E_HOMO (alpha / beta)**: -14.05 / -14.02 eV
**Max |F|**: 0.0414 hartree/bohr
**Relative energy (zero: lowest compared OMol25 entry of this formula, charge and spin)**: 27.3 kcal per mole
**Total charge**: +1
**2S+1**: 2

CARTESIAN COORDINATES (ANGSTROEM)
O1 1.051 0.643 -2.624
H1 0.767 0.729 -1.714
H2 0.555 1.313 -3.095
O2 -3.916 0.848 -1.612
H3 -3.408 0.802 -0.802
H4 -4.828 0.853 -1.324
O3 0.458 -3.839 -0.772
H5 0.937 -3.128 -0.347
H6 -0.380 -3.448 -1.021
O4 0.101 3.168 1.168
H7 -0.120 2.300 0.831
H8 0.360 3.667 0.394
O5 2.263 -2.069 0.146
H9 2.622 -1.659 0.933
H10 2.959 -2.652 -0.159
O6 -2.734 0.388 0.895
H11 -2.806 1.225 1.354
H12 -3.542 -0.076 1.116
O7 -0.004 0.420 0.147
H13 0.356 -0.342 0.600
H14 -0.953 0.308 0.203
O8 3.178 0.057 2.173
H15 2.959 0.572 1.397
H16 4.123 -0.080 2.112

=====

7.
Entry from OMol25: a structure of composition H17LiO9 in a non-equilibrium geometry (wB97M-V/def2-TZVPD).

**E_LUMO**: 0.025 eV
**E_HOMO**: -9.41 eV
**Max |F|**: 0.1294 hartree/bohr
**Relative energy (zero: lowest compared OMol25 entry of this formula, charge and spin)**: 11.4 kcal per mole
**2S+1**: 1

CARTESIAN COORDINATES (ANGSTROEM)
Li1 0.030 -0.103 0.639
O1 -0.185 0.130 -1.286
H1 0.451 -0.349 -1.753
O2 -0.296 1.279 1.419
H2 -1.154 1.720 1.254
H3 0.411 1.800 1.322
O3 -1.385 -1.556 1.125
H4 -1.389 -2.569 1.350
H5 -2.264 -1.454 1.025
O4 0.653 -0.709 3.352
H6 1.047 -1.504 3.153
H7 -0.221 -0.741 3.825
O5 2.052 -0.475 0.621
H8 2.563 -0.925 -0.023
H9 2.215 0.373 0.268
O6 -1.052 -2.686 -1.597
H10 -0.951 -1.825 -1.214
H11 -2.071 -2.814 -1.630
O7 0.618 2.050 -2.259
H12 0.105 1.137 -2.044
H13 1.100 1.902 -3.154
O8 2.074 1.732 0.096
H14 3.107 2.044 0.015
H15 1.743 1.596 -0.765
O9 -2.638 0.458 -1.048
H16 -1.667 0.184 -1.172
H17 -2.887 1.318 -1.511

=====

8.
Entry from OMol25: a structure of composition H17NaO9 (wB97M-V/def2-TZVPD).

**E_LUMO**: -2.451 eV
**E_HOMO**: -7.97 eV
**Max |F|**: 0.0180 hartree/bohr
**Relative energy (zero: lowest compared OMol25 entry of this formula, charge and spin)**: 91.1 kcal per mole
**2S+1**: 1

CARTESIAN COORDINATES (ANGSTROEM)
Na1 -13.950 -17.124 13.263
O1 -10.586 -16.443 14.408
H1 -9.789 -16.975 14.214
O2 -12.363 -19.554 16.237
H2 -11.850 -18.810 15.921
H3 -11.769 -20.301 16.168
O3 -10.190 -17.322 19.912
H4 -10.261 -16.940 19.037
H5 -10.056 -16.572 20.491
O4 -11.646 -12.972 12.846
H6 -11.320 -13.792 13.216
H7 -11.265 -12.937 11.968
O5 -8.090 -15.998 11.866
H8 -7.967 -16.926 11.668
H9 -8.834 -15.977 12.469
O6 -6.290 -19.156 14.742
H10 -6.709 -18.351 15.049
H11 -6.516 -19.811 15.403
O7 -11.092 -21.921 12.533
H12 -10.293 -22.444 12.456
H13 -10.781 -21.019 12.615
O8 -13.142 -14.135 17.290
H14 -13.882 -14.728 17.415
H15 -12.528 -14.628 16.746
O9 -7.792 -15.138 16.413
H16 -7.630 -14.246 16.107
H17 -8.483 -15.467 15.839

=====

9.
Entry from OMol25: a structure of composition H18LiNO12 in a non-equilibrium geometry (wB97M-V/def2-TZVPD).

**E_LUMO**: -0.773 eV
**E_HOMO**: -10.58 eV
**Max |F|**: 0.1666 hartree/bohr
**Relative energy (zero: lowest compared OMol25 entry of this formula, charge and spin)**: 0.0 kcal per mole
**2S+1**: 1

CARTESIAN COORDINATES (ANGSTROEM)
Li1 -0.740 3.252 -0.377
N1 -0.432 0.011 -0.513
O1 -0.497 1.241 -0.990
O2 -0.982 -0.210 0.586
O3 0.552 -0.629 -0.705
O4 3.506 0.085 0.037
H1 4.101 -0.320 -0.621
H2 2.801 -0.549 -0.024
O5 -0.739 3.783 -2.454
H3 0.145 4.061 -2.502
H4 -1.078 3.110 -3.032
O6 2.363 1.650 -1.836
H5 1.461 1.318 -1.834
H6 2.861 1.152 -1.181
O7 -3.295 -1.118 2.300
H7 -2.699 -0.577 1.801
H8 -2.912 -2.079 2.471
O8 1.147 -1.116 2.165
H9 1.555 -1.920 2.131
H10 0.292 -0.933 1.727
O9 2.652 -3.231 1.007
H11 1.869 -3.033 0.445
H12 3.002 -4.010 0.914
O10 -1.341 2.353 1.657
H13 -1.111 1.473 1.208
H14 -2.254 2.330 1.766
O11 0.393 -3.448 -0.761
H15 -0.104 -3.799 -0.034
H16 0.252 -2.431 -0.792
O12 -3.501 1.599 -0.944
H17 -4.102 1.247 -0.229
H18 -3.153 0.739 -1.375

=====

10.
Entry from OMol25: a cluster of 6 separate species, H18N6 in total in a non-equilibrium geometry (wB97M-V/def2-TZVPD).

**SMILES**: N.N.N.N.N.N
**E_LUMO**: 0.441 eV
**E_HOMO**: -9.45 eV
**Max |F|**: 0.0268 hartree/bohr
**Relative energy (zero: lowest compared OMol25 entry of this formula, charge and spin)**: 21.6 kcal per mole
**2S+1**: 1

CARTESIAN COORDINATES (ANGSTROEM)
N1 -3.147 0.282 -0.177
H1 -3.526 1.208 -0.206
H2 -2.531 0.175 0.609
H3 -3.620 -0.556 -0.453
N2 1.023 -2.797 -3.525
H4 1.999 -2.936 -3.336
H5 0.737 -2.409 -4.404
H6 0.576 -2.372 -2.727
N3 -0.998 2.026 3.378
H7 -0.444 1.215 3.137
H8 -1.658 2.377 2.695
H9 -1.625 1.706 4.113
N4 0.596 -1.314 0.240
H10 0.503 -2.264 0.568
H11 0.086 -0.680 0.844
H12 1.545 -0.995 0.288
N5 -0.235 1.065 -1.744
H13 -0.590 0.117 -1.748
H14 -0.623 1.436 -0.880
H15 0.762 1.103 -1.564
N6 2.754 0.840 1.622
H16 2.312 0.257 0.957
H17 2.904 1.805 1.417
H18 3.214 0.388 2.386